No. 1
{"formula": "C15H22N2O3S", "method": "wB97M-V/def2-TZVPD", "elements": ["N", "S", "O", "O", "C", "C", "C", "C", "C", "C", "H", "H", "N", "C", "O", "C", "C", "H", "H", "C", "C", "C", "C", "C", "C", "H", "H", "H", "H", "H", "H", "H", "H", "H", "H", "H", "H", "H", "H", "H", "H", "H", "H"], "positions_angstrom": [[5.32614, 0.36696, -2.71163], [4.12056, 1.70329, -2.78391], [4.65987, 2.84053, -2.24492], [3.78094, 1.84323, -4.18199], [2.90008, 1.31282, -1.71455], [2.00620, 0.39162, -2.40776], [1.07629, -0.20097, -1.59849], [0.83415, 0.22454, -0.34639], [1.89035, 0.95644, 0.22537], [2.89322, 1.37742, -0.44716], [3.68038, 1.90532, -0.27927], [1.88596, 1.13347, 1.20066], [-0.16805, -0.28373, 0.58488], [-0.45360, -0.43960, 1.71497], [0.27072, 0.29824, 2.57027], [-1.58998, -1.14840, 2.16837], [-2.83979, -0.15982, 1.99736], [-2.72533, 0.70458, 2.48523], [-2.98963, 0.16331, 0.73564], [-4.22466, -0.88660, 2.02541], [-4.55940, -1.84318, 1.09196], [-5.87356, -2.57205, 1.18865], [-6.23870, -2.95441, 2.65980], [-5.81225, -1.87840, 3.65795], [-4.64405, -1.05813, 3.33608], [-4.35464, -0.42896, 4.21402], [-3.72877, -1.99700, 3.90980], [-6.15792, -2.08128, 4.61779], [-6.48551, -0.97171, 3.53490], [-7.23671, -3.26707, 2.94615], [-5.64081, -3.70729, 2.88899], [-6.20298, -3.14378, 0.62974], [-6.72699, -1.67707, 1.04227], [-4.35880, -1.56156, 0.18245], [-3.82098, -2.74012, 1.36504], [-5.11447, -0.09305, 1.70460], [-1.77249, -1.11117, 3.22007], [-1.70158, -2.25911, 1.63751], [-0.85683, -0.95239, -0.17192], [0.17255, -0.77228, -2.29825], [1.96124, 0.09944, -3.40768], [5.72858, -0.12559, -3.75255], [6.28240, 0.74325, -2.26151]], "forces_ev_per_a": [[2.971, 0.021, -1.857], [2.757, -2.398, -4.920], [3.065, 4.444, 2.972], [-0.968, -1.309, 0.878], [-3.191, -5.821, -9.948], [0.455, 1.299, 3.226], [-5.085, -1.915, -4.732], [1.614, 0.466, 5.165], [-4.486, -2.256, 0.993], [0.606, 0.824, -0.087], [4.717, 3.353, 3.632], [-0.520, 0.540, 4.153], [-0.620, -2.952, -19.103], [3.235, 4.406, 14.453], [-2.352, -2.580, -1.631], [-4.262, -2.143, -0.838], [-1.696, -4.293, -8.962], [0.236, 2.991, 2.270], [1.273, -0.386, 3.278], [-1.489, 7.993, 0.744], [1.199, -8.928, 2.294], [0.066, 13.878, 11.278], [-0.202, 3.120, -0.533], [-3.896, 3.321, -2.933], [4.692, -6.029, 8.391], [-0.666, 0.674, -1.517], [-1.209, 1.819, -1.724], [0.811, -0.816, 2.121], [-1.061, -0.905, -0.462], [-0.400, 0.090, -0.819], [2.708, -4.040, 1.076], [-4.154, -10.291, -10.115], [1.833, -1.638, -0.011], [1.114, 1.502, -5.192], [-0.728, 1.198, -0.983], [2.025, -0.339, 0.391], [1.532, -1.234, 1.017], [-0.029, 3.014, 1.529], [2.191, 2.357, 2.874], [2.571, 1.086, 2.542], [0.622, 0.183, -1.533], [-2.219, 2.428, 3.782], [-3.060, -0.737, -1.160]], "lowdin_charge": [-0.16, 0.57, -0.26, -0.30, -0.33, -0.02, -0.05, -0.13, 0.03, -0.09, 0.09, 0.08, 0.14, -0.60, -0.05, -0.09, -0.07, 0.07, 0.18, -0.48, -0.22, -0.10, -0.15, -0.24, -0.25, 0.14, 0.20, 0.10, 0.13, 0.12, 0.05, -0.03, 0.18, 0.07, 0.17, 0.21, 0.10, 0.18, 0.25, 0.19, 0.10, 0.16, 0.09], "lumo_energy_ev": -0.27, "mol_weight_g_mol": 310.42, "e_tot_ha": -1317.66009, "homo_energy_ev": -9.1}

No. 2
{"formula": "C15H22N2O4", "method": "wB97M-V/def2-TZVPD", "elements": ["C", "C", "C", "C", "C", "C", "C", "C", "C", "C", "C", "C", "C", "C", "C", "H", "H", "H", "H", "H", "H", "H", "H", "H", "H", "H", "H", "H", "H", "H", "H", "H", "H", "H", "H", "H", "H", "N", "N", "O", "O", "O", "O"], "positions_angstrom": [[-0.90102, -1.92414, -1.16841], [0.42968, -1.11280, -1.19709], [-2.03638, -1.12362, -0.49140], [-2.33058, 0.21734, -1.15677], [-1.98280, 1.44181, -0.52630], [-2.99926, 0.26797, -2.32896], [-2.23786, 2.63777, -1.14052], [-3.31923, 1.53269, -2.92434], [-2.95077, 2.75250, -2.35932], [2.26108, -0.46626, 0.33668], [2.86840, -1.85342, 0.57442], [2.40693, 0.59405, 1.38922], [2.28425, 1.94638, 0.73532], [1.28286, 0.52889, 2.51209], [1.18232, -0.70991, 3.46114], [-0.88883, -3.12270, 0.55330], [0.02320, -3.76310, -0.70416], [-1.04921, -2.15075, -2.23852], [-2.90572, -1.81161, -0.40487], [-1.69713, -0.92982, 0.56570], [-1.52701, 1.38922, 0.41729], [-3.31762, -0.68737, -2.86528], [-1.94568, 3.64847, -0.70106], [-3.91610, 1.56886, -3.87405], [-3.79473, 3.88090, -3.68922], [0.38179, -1.19699, 0.80053], [2.76610, -0.16743, -0.62568], [3.41959, 0.54086, 1.83310], [1.34939, 1.98376, 0.17230], [3.05466, 2.13853, -0.06657], [2.26464, 2.74084, 1.50925], [1.47817, 1.32687, 3.24280], [0.30661, 0.76956, 2.00892], [2.08816, -0.76078, 3.98907], [1.02478, -1.67735, 3.00437], [0.29333, -0.46454, 4.06621], [4.38547, -2.57350, 1.34869], [-0.79512, -3.23316, -0.43472], [0.85203, -0.73220, 0.04355], [0.99380, -0.81649, -2.25222], [-3.23976, 3.98990, -2.88204], [2.37469, -2.91487, 0.31828], [4.06291, -1.70435, 1.14925]], "forces_ev_per_a": [[0.630, -0.823, 0.356], [-0.233, 0.156, -0.936], [0.482, -0.037, 0.477], [0.311, -0.199, 1.697], [-0.574, -0.940, -1.628], [-1.257, 0.352, -2.499], [-0.101, 3.011, 0.020], [-0.686, -0.274, -0.988], [0.353, -1.724, 0.589], [-0.652, -1.444, -1.849], [0.001, 0.927, 0.714], [0.014, 0.295, 1.591], [0.157, 0.918, -0.905], [0.348, -0.255, -0.393], [-1.477, 1.211, -1.575], [0.261, -0.020, 0.527], [0.059, 0.156, 0.322], [-0.426, 0.178, 0.472], [0.337, 0.630, -0.261], [-0.397, -0.132, -0.818], [0.699, 0.164, 1.114], [0.436, 1.470, 0.798], [-0.277, -1.619, -0.255], [0.633, -0.250, 0.883], [0.644, 0.025, 0.876], [-0.090, -0.128, 0.061], [-0.623, 0.036, 0.779], [-0.549, -0.243, 0.002], [-0.246, 0.122, 0.159], [-0.407, -0.135, 1.134], [0.194, -0.281, -0.652], [-0.021, 0.195, -0.565], [0.813, -0.289, 0.531], [0.996, -0.132, 1.186], [-0.137, -0.247, -0.417], [0.628, -0.494, 0.296], [0.561, -1.010, 0.147], [-0.402, 1.053, -1.592], [0.560, 0.511, -0.397], [-0.466, -0.435, 1.444], [-0.345, -0.713, -0.446], [0.011, -0.086, -0.056], [0.238, 0.498, 0.057]], "lowdin_charge": [-0.28, -0.42, -0.11, -0.24, -0.03, -0.04, -0.02, -0.02, -0.32, -0.20, -0.47, -0.33, -0.08, -0.19, -0.08, 0.05, 0.07, 0.15, 0.13, 0.12, 0.08, 0.14, 0.14, 0.12, 0.12, 0.11, 0.18, 0.15, 0.07, 0.10, 0.09, 0.11, 0.10, 0.05, 0.06, 0.08, 0.12, 0.06, 0.11, 0.07, 0.03, 0.13, 0.13], "lumo_energy_ev": 0.57, "mol_weight_g_mol": 294.35, "e_tot_ha": -995.26695, "homo_energy_ev": -8.6}

Energy relative to the best compared isomer or geometry (same formula, charge and spin) across the listed records, respectively: 1565.6, 143.3 kJ/mol.